# 1
Here is a 4-piece molecular cluster, C22H46BrNO8P overall in a non-equilibrium geometry from OMol25. Energies are from ωB97M-V/def2-TZVPD.

Calculated values
* F_max: 0.0597 hartree/bohr
* gap between HOMO and LUMO: 5.166 eV
* net charge: -1
* highest occupied orbital energy: -3.01 eV
* DFT total energy: -4437.68415 Ha

Structure (XYZ):
```
79
Properties=species:S:1:pos:R:3:forces:R:3
C -2.0215 -1.1787 -1.2901 0.8 0.5 -1.1
C -1.0627 -0.4375 -2.0656 -0.1 -1.1 1.6
C -0.1634 0.7515 -1.4714 0.0 0.0 -0.3
C 1.3137 0.6669 -2.0244 -0.1 0.0 0.6
C 2.1948 -0.5165 -1.4144 0.6 0.9 -0.2
N 1.4644 -1.4381 -0.5012 0.8 -0.6 -0.4
O -0.8121 1.8774 -2.1126 0.6 -1.4 0.4
P -2.1285 2.5766 -1.1733 -3.0 0.1 0.7
C -3.5414 3.4564 -0.1645 -0.8 0.0 0.7
C -4.4179 2.3751 0.5955 0.2 0.8 0.0
C -5.6228 2.9478 1.4609 -0.2 -1.7 -0.3
Br -5.2821 4.7039 2.3255 -0.2 -0.5 -0.1
O -1.3330 2.1476 0.3359 1.4 -0.8 -1.5
C -0.3612 1.0876 0.0976 0.6 0.7 2.0
C 0.9255 1.6832 0.8557 0.5 -0.4 -0.6
H -3.1148 -0.8979 -1.3549 1.0 -1.6 -1.1
H -1.6901 -1.9904 -0.5796 -0.3 2.2 0.6
H -0.8692 -0.6838 -3.1593 -1.4 1.8 0.8
H 1.2578 0.5298 -3.1503 -0.1 0.4 1.2
H 1.8284 1.6444 -1.7909 -0.6 -0.9 -0.5
H 3.0263 -0.0341 -0.7973 -0.9 -0.6 -0.9
H 2.6992 -1.0471 -2.2868 -0.7 0.6 1.4
H 1.9722 -1.4745 0.3980 -0.5 0.1 -0.8
H 1.5413 -2.3894 -0.8949 -0.2 0.7 0.4
H -2.8377 1.3340 -0.9649 0.4 -0.2 -0.4
H -3.0462 2.7170 -2.3082 0.9 0.3 -0.6
H -1.5275 3.8779 -1.3148 0.4 -0.2 -0.1
H -3.0797 4.2089 0.5491 -0.6 -1.0 -0.6
H -4.2368 4.0334 -0.8592 0.9 -0.5 0.6
H -3.7371 1.7354 1.2364 -0.8 0.8 -0.7
H -4.8799 1.7002 -0.1928 0.4 0.7 1.0
H -5.8361 2.2145 2.3092 0.2 1.3 -1.2
H -6.5639 3.0459 0.8330 1.2 0.2 0.8
H -0.7016 0.2188 0.7347 0.4 0.4 -1.2
H 1.0056 2.7903 0.6307 -0.2 -1.3 0.3
H 0.8477 1.5255 1.9777 -0.1 0.3 -1.4
H 1.8965 1.2014 0.5337 -1.0 0.4 0.4
O 3.5048 -1.3371 1.5980 0.6 0.5 0.5
C 4.4565 -0.6729 1.9347 -0.3 -0.3 -0.4
O 4.2741 0.5951 2.3402 -0.3 0.0 0.3
C 5.2987 1.4070 2.9273 0.1 0.1 -0.2
C 6.1342 2.0875 1.8628 0.1 0.0 -0.2
C 5.8551 -1.2143 1.8215 0.3 -0.3 0.5
H 5.9024 0.8284 3.6306 0.0 -0.1 -0.1
H 4.7793 2.1647 3.5168 -0.2 -0.2 -0.1
H 6.6585 1.3618 1.2379 0.0 0.0 0.1
H 6.8741 2.7490 2.3188 0.0 0.0 0.0
H 5.4970 2.6757 1.1989 0.0 0.0 0.1
H 6.2084 -1.0753 0.7992 0.0 0.0 0.0
H 5.8316 -2.2800 2.0517 -0.1 0.1 -0.2
H 6.5609 -0.7639 2.5171 0.0 0.1 -0.1
O 4.2648 -2.3581 -3.0049 0.5 -0.5 -0.9
C 4.1238 -2.6447 -4.1699 -0.4 0.5 0.6
O 5.1867 -3.0433 -4.8968 0.5 -0.3 0.1
C 5.0942 -3.5762 -6.2243 0.0 0.2 -0.1
C 5.0630 -2.4695 -7.2582 -0.1 0.2 0.0
C 2.7916 -2.4781 -4.8488 -0.4 -0.5 -0.1
H 4.2465 -4.2591 -6.3140 0.0 0.1 0.0
H 5.9930 -4.1791 -6.3687 0.0 0.1 0.2
H 4.1856 -1.8315 -7.1378 0.0 -0.1 0.0
H 5.0511 -2.8859 -8.2678 0.0 0.0 0.0
H 5.9396 -1.8263 -7.1526 0.0 -0.1 0.0
H 2.6793 -1.4398 -5.1632 0.0 0.0 0.0
H 2.0063 -2.7225 -4.1324 0.1 0.3 0.0
H 2.6451 -3.1367 -5.7030 0.1 0.2 -0.1
O -5.6220 0.0357 2.3584 -0.4 -0.8 0.7
C -5.8154 -0.4002 3.4667 0.4 0.7 -0.5
O -6.7289 -1.3746 3.6568 -0.2 -0.5 -0.2
C -6.9000 -2.0812 4.8910 -0.1 0.2 0.1
C -7.8144 -1.3252 5.8331 0.0 0.2 0.1
C -5.1140 0.1907 4.6591 0.5 -0.3 0.3
H -5.9346 -2.3193 5.3432 0.0 0.1 0.0
H -7.3618 -3.0352 4.6289 0.1 0.1 -0.2
H -7.3957 -0.3551 6.1073 0.0 -0.1 0.0
H -7.9851 -1.8986 6.7470 0.0 0.0 0.0
H -8.7767 -1.1312 5.3539 0.1 -0.1 0.0
H -5.6572 1.0774 4.9887 0.0 0.0 0.0
H -4.1063 0.4787 4.3573 -0.2 0.2 -0.1
H -5.0008 -0.5000 5.4930 -0.2 0.1 0.1
```
Positions in Å, forces in eV/Å.

# 2
Here is a 3-piece molecular cluster, C22H46FN3O7S overall from OMol25. Energies are from ωB97M-V/def2-TZVPD.

Calculated values
* F_max: 0.0081 hartree/bohr
* gap between HOMO and LUMO: 9.396 eV
* net charge: 0
* highest occupied orbital energy: -9.02 eV
* DFT total energy: -2054.81608 Ha

Structure (XYZ):
```
80
Properties=species:S:1:pos:R:3:forces:R:3
C 0.0995 1.7833 2.8286 0.2 -0.1 0.1
C 1.0168 2.7902 2.1621 -0.3 -0.3 -0.2
N 1.6618 3.6808 2.7837 0.2 0.1 0.2
C 1.1854 2.6454 0.6686 0.2 -0.2 0.0
C -0.0198 3.0533 -0.1953 0.1 0.0 -0.1
C -0.3887 4.5491 -0.2120 -0.2 0.1 0.0
C -0.7848 5.2236 1.1055 0.0 0.2 0.0
C -2.0295 4.5710 1.7244 -0.1 -0.1 -0.1
C -3.1677 5.5470 2.0345 0.0 0.0 0.0
C -4.5108 4.8387 1.9831 -0.1 0.0 0.1
O -4.8614 4.6848 0.5918 0.2 -0.3 0.0
C -5.0443 3.4075 0.1437 -0.2 0.2 0.3
C -6.0743 2.5857 0.8875 0.1 0.1 0.0
O -4.4450 3.0110 -0.8107 0.0 0.0 -0.2
S 0.8666 5.5325 -1.0163 0.0 -0.1 -0.1
O 2.1168 5.4032 -0.3384 0.0 0.1 0.0
O 0.3188 6.8102 -1.3260 0.1 0.1 0.0
O 0.9684 4.7800 -2.4177 -0.2 0.0 -0.1
C 1.2858 3.3811 -2.3689 0.1 -0.1 0.0
C 0.1770 2.6038 -1.6598 0.0 0.0 0.0
C -1.1011 2.6003 -2.4744 0.0 0.0 0.0
F 0.6334 1.2765 -1.6425 0.0 -0.1 0.1
H -0.9209 2.1653 2.8960 0.0 -0.1 0.0
H 0.4557 1.5712 3.8380 -0.1 0.1 0.0
H 0.0747 0.8422 2.2777 0.0 0.0 0.0
H 1.4833 3.6190 3.7876 0.0 0.0 0.0
H 1.3260 1.5764 0.4919 0.1 0.0 -0.1
H 2.0990 3.1526 0.3643 -0.1 0.1 0.1
H -0.8909 2.4956 0.1705 -0.1 0.1 0.0
H -1.2368 4.6758 -0.8922 0.0 0.0 0.0
H 0.0584 5.2678 1.7943 -0.1 -0.1 -0.1
H -1.0316 6.2572 0.8495 0.1 0.0 0.0
H -2.4309 3.8438 1.0086 0.0 0.0 0.0
H -1.7749 4.0066 2.6246 0.0 0.1 0.0
H -3.1799 6.3379 1.2812 -0.1 0.0 0.1
H -3.0503 6.0266 3.0102 0.1 0.0 0.0
H -5.2962 5.3878 2.5056 0.0 0.1 -0.2
H -4.4300 3.8511 2.4484 0.0 0.1 0.1
H -6.7444 3.2103 1.4749 0.0 0.0 0.0
H -6.6455 2.0158 0.1574 0.1 0.0 0.0
H -5.5720 1.8786 1.5502 0.0 0.0 0.0
H 2.2593 3.2220 -1.9017 -0.1 0.0 0.1
H 1.3454 3.0520 -3.4047 0.0 0.1 0.0
H -0.8965 2.1218 -3.4335 0.0 0.0 0.0
H -1.4544 3.6086 -2.6854 0.0 0.0 0.0
H -1.8850 2.0456 -1.9577 0.0 0.1 0.0
C 2.6747 -3.4180 -3.1594 0.0 0.0 0.0
C 1.6745 -2.6844 -2.2713 0.0 0.0 -0.1
C 0.5518 -3.5754 -1.7297 0.0 0.0 0.2
O -0.4480 -3.9254 -2.6662 0.0 0.0 -0.1
C -0.1289 -5.0119 -3.5122 -0.1 0.0 0.0
N 1.1791 -1.5023 -2.9760 -0.1 -0.1 0.0
H 2.2768 -3.5697 -4.1633 0.0 0.0 0.0
H 3.5849 -2.8276 -3.2590 0.0 0.0 0.0
H 2.9383 -4.3925 -2.7429 0.0 0.0 0.0
H 2.2187 -2.3269 -1.3896 0.0 0.0 0.0
H 0.0249 -3.0181 -0.9491 0.0 0.0 0.0
H 0.9692 -4.4827 -1.2686 0.0 0.0 0.0
H 0.4522 -5.7705 -2.9772 0.0 0.0 0.0
H 0.4302 -4.6972 -4.3969 0.0 0.0 0.0
H -1.0693 -5.4547 -3.8385 0.0 0.0 0.0
H 0.6301 -0.9269 -2.3454 0.1 0.1 0.0
H 0.5289 -1.8104 -3.6941 0.0 0.0 0.0
C 3.2513 -6.1655 3.0036 0.0 0.0 0.0
C 1.9482 -5.7100 2.3561 0.1 0.0 0.0
C 1.3607 -6.7020 1.3448 -0.1 0.0 0.0
O 2.0283 -6.7436 0.0978 0.0 0.0 0.0
C 3.1910 -7.5470 0.0527 0.0 0.0 0.0
N 2.1400 -4.3791 1.7749 -0.1 -0.1 -0.1
H 4.0983 -6.0280 2.3306 0.0 0.0 0.0
H 3.4494 -5.5730 3.8959 0.0 0.0 0.0
H 3.2082 -7.2174 3.2915 0.0 0.0 0.0
H 1.1993 -5.6155 3.1495 0.0 0.0 0.0
H 0.3421 -6.3826 1.1096 0.0 0.0 0.0
H 1.3023 -7.7106 1.7761 0.0 0.0 0.0
H 3.0749 -8.4440 0.6694 0.0 0.0 0.0
H 4.0812 -7.0056 0.3822 0.0 0.0 0.0
H 3.3349 -7.8499 -0.9837 0.0 0.0 0.0
H 1.2429 -4.0285 1.4517 0.0 0.1 0.0
H 2.6942 -4.4940 0.9298 0.0 0.1 0.0
```
Positions in Å, forces in eV/Å.